(i)
{"formula": "C4H15N3O", "method": "the ωB97M-V functional and the def2-TZVPD basis", "elements": ["C", "N", "C", "N", "C", "N", "C", "H", "H", "H", "H", "H", "H", "H", "H", "H", "H", "H", "H", "H", "H", "H", "O"], "coordinates": [[-1.103, 0.985, -0.067], [-0.055, 1.716, 0.699], [1.147, 2.035, -0.016], [1.830, 0.857, -0.584], [-1.499, -0.284, 0.667], [-0.487, -1.304, 0.403], [-0.067, -2.168, 1.485], [-0.637, 0.686, -1.006], [-1.935, 1.673, -0.215], [0.138, 1.202, 1.544], [0.952, 2.761, -0.805], [1.847, 2.430, 0.722], [1.509, 0.526, -1.487], [2.842, 0.899, -0.588], [-1.644, -0.143, 1.745], [-2.429, -0.614, 0.195], [0.360, -0.890, 0.032], [-0.894, -2.743, 1.912], [0.688, -2.852, 1.136], [0.286, -1.599, 2.357], [-0.593, -1.227, -2.003], [-0.193, -1.215, -3.477], [-0.063, -0.730, -2.650]], "spin_multiplicity": 1, "total_charge": 0, "homo_energy_ev": -8.6199, "orbital_gap_ev": 9.489}

(ii)
{"formula": "C4H15N3O", "method": "the ωB97M-V functional and the def2-TZVPD basis", "elements": ["C", "N", "C", "N", "C", "C", "N", "H", "H", "H", "H", "H", "H", "H", "H", "H", "H", "H", "H", "H", "H", "H", "O"], "coordinates": [[0.211, 0.855, -0.286], [-0.982, 0.952, 0.539], [-2.216, 0.959, -0.260], [-2.555, -0.298, -0.907], [1.472, 0.930, 0.588], [1.636, -0.353, 1.418], [2.644, 1.240, -0.244], [0.213, 1.732, -0.930], [0.274, -0.047, -0.920], [-1.018, 0.218, 1.235], [-2.118, 1.778, -0.957], [-3.032, 1.093, 0.452], [-2.071, -0.526, -1.759], [-2.519, -1.078, -0.272], [1.285, 1.823, 1.187], [2.070, -0.135, 2.396], [0.720, -0.924, 1.519], [2.378, -0.984, 0.921], [3.086, 0.388, -0.564], [3.329, 1.720, 0.326], [-1.401, -3.741, -1.188], [-0.286, -2.746, -1.384], [-1.119, -2.856, -0.909]], "spin_multiplicity": 1, "total_charge": 0, "homo_energy_ev": -8.3378, "orbital_gap_ev": 8.861}

(iii)
{"formula": "C4H15N3O", "method": "the ωB97M-V functional and the def2-TZVPD basis", "elements": ["C", "C", "C", "N", "N", "C", "N", "H", "H", "H", "H", "H", "H", "H", "H", "H", "H", "H", "H", "H", "H", "H", "O"], "coordinates": [[-0.105, 1.525, -0.078], [0.818, 0.472, 0.588], [2.287, 0.545, 0.088], [3.032, 1.674, 0.589], [-1.503, 1.038, -0.168], [-1.783, 0.211, -1.315], [-1.994, -1.203, -0.990], [0.212, 1.688, -1.111], [-0.060, 2.495, 0.401], [0.412, -0.538, 0.527], [0.867, 0.665, 1.662], [2.295, 0.463, -1.005], [2.702, -0.387, 0.472], [3.186, 1.758, 1.582], [2.639, 2.525, 0.221], [-1.769, 0.519, 0.665], [-2.662, 0.616, -1.859], [-0.988, 0.174, -2.067], [-1.439, -1.764, -1.620], [-2.928, -1.582, -1.057], [-0.691, -2.808, 0.404], [-0.045, -4.010, 0.995], [-0.711, -3.371, 1.195]], "spin_multiplicity": 1, "total_charge": 0, "homo_energy_ev": -8.4559, "orbital_gap_ev": 9.202}

(ii) (0.229 eV below the next structure)

(i)
{"formula": "CH2FNOS", "method": "the ωB97M-V functional and the def2-TZVPD basis", "elements": ["C", "N", "O", "F", "S", "H", "H"], "coordinates": [[-1.935, 0.718, 0.308], [1.616, -0.094, -0.631], [-1.466, -0.346, 0.071], [2.252, 0.883, 0.125], [0.618, -0.988, 0.229], [-1.403, 1.576, 0.736], [0.319, -1.749, -0.838]], "spin_multiplicity": 1, "total_charge": 0, "homo_energy_ev": [-8.5853, -7.7767], "orbital_gap_ev": [8.648, 7.252]}

(ii)
{"formula": "CH2FNOS", "method": "the ωB97M-V functional and the def2-TZVPD basis", "elements": ["C", "N", "O", "F", "S", "H", "H"], "coordinates": [[0.437, -0.027, -1.452], [0.282, 0.066, 0.258], [-0.542, 0.229, -2.047], [1.472, -0.430, 0.783], [-0.444, 1.418, 0.826], [1.398, -0.587, -1.525], [-1.486, 0.863, 1.204]], "spin_multiplicity": 1, "total_charge": 0, "homo_energy_ev": -9.5797, "orbital_gap_ev": 10.000}

(ii) (2.929 eV below the next structure)

(i)
{"formula": "C4H7NS", "method": "the ωB97M-V functional and the def2-TZVPD basis", "elements": ["C", "C", "C", "C", "H", "H", "H", "H", "H", "H", "H", "N", "S"], "coordinates": [[0.553, -1.220, 0.035], [0.266, 0.129, 0.393], [-0.341, 1.072, -0.420], [-1.184, 0.669, -1.596], [1.725, -1.434, 0.081], [0.142, -1.862, -0.774], [0.070, -1.807, 0.928], [1.279, -0.509, 1.929], [0.451, 1.118, 2.315], [-0.411, 2.246, -0.231], [-0.931, -0.238, -1.946], [0.792, 0.271, 1.608], [-2.410, 1.567, -2.322]], "spin_multiplicity": 1, "total_charge": 0, "homo_energy_ev": -8.0298, "orbital_gap_ev": 8.028}

(ii)
{"formula": "C4H7NS", "method": "the ωB97M-V functional and the def2-TZVPD basis", "elements": ["C", "C", "C", "C", "H", "H", "H", "H", "H", "H", "H", "N", "S"], "coordinates": [[-0.520, 1.303, 0.015], [-0.442, -0.242, -0.015], [0.766, -0.845, -0.122], [-1.658, -0.875, 0.070], [-1.473, 1.796, -0.020], [0.185, 1.721, -0.712], [-0.050, 1.567, 1.057], [0.828, -1.899, -0.083], [2.110, 0.712, -0.393], [2.848, -0.791, -0.477], [-1.443, -2.032, 0.391], [2.027, -0.222, 0.271], [-3.178, -0.192, 0.019]], "spin_multiplicity": 1, "total_charge": 0, "homo_energy_ev": -8.4588, "orbital_gap_ev": 7.693}

(i) (0.373 eV below the next structure)